ORCA calculation (ωB97M-V/def2-TZVPD) on an isolated molecule of C4H8FN at a distorted geometry.

frontier orbital gap	10.23	eV
highest occupied orbital energy	-9.30	eV
relative energy (zero: lowest compared OMol25 entry of this formula, charge and spin)	18.7	kcal per mole

```
! RIJCOSX wB97M-V def2-TZVPD def2/J DEFGRID3
* xyz 0 1
C -1.624 -0.417 0.030
C -0.369 0.420 0.021
F -0.695 1.789 -0.021
C 0.770 0.160 1.047
N 1.721 0.432 -0.052
C 0.691 0.110 -1.047
H -2.247 -0.248 0.903
H -2.229 -0.228 -0.903
H -1.406 -1.498 -0.007
H 0.717 -0.882 1.338
H 0.822 0.802 1.939
H 2.557 -0.234 -0.067
H 0.647 0.773 -1.927
H 0.646 -0.980 -1.254
*
```


ORCA calculation (ωB97M-V/def2-TZVPD) on an isolated molecule of C4H4O at a distorted geometry.

<S²>	2.02
frontier orbital gap (alpha / beta)	7.47 / 9.55	eV
highest occupied orbital energy (alpha / beta)	-6.51 / -10.54	eV
relative energy (zero: lowest compared OMol25 entry of this formula, charge and spin)	59.4	kcal per mole

```
! RIJCOSX wB97M-V def2-TZVPD def2/J DEFGRID3
* xyz 0 3
C 1.690 -1.082 0.995
C 0.854 -0.227 1.228
C -1.051 0.122 -1.453
C -0.169 0.725 1.027
O -0.803 0.696 -0.287
H 2.525 -1.626 1.007
H -1.831 0.644 -1.925
H -0.541 -0.691 -2.084
H -0.674 1.439 1.492
*
```


ORCA calculation (ωB97M-V/def2-TZVPD) on a cluster of 2 separate species, C4H12N3 in total at a distorted geometry.

<S²>	0.75
frontier orbital gap (alpha / beta)	5.83 / 8.99	eV
highest occupied orbital energy (alpha / beta)	-4.84 / -8.06	eV
relative energy (zero: lowest compared OMol25 entry of this formula, charge and spin)	9.7	kcal per mole

```
! RIJCOSX wB97M-V def2-TZVPD def2/J DEFGRID3
* xyz 0 2
N -1.060 0.269 1.893
C -1.055 1.402 1.107
N -2.229 1.947 0.624
H -1.925 -0.124 2.216
H -0.206 -0.138 2.197
H -0.167 2.013 1.062
H -2.229 2.879 0.283
H -3.091 1.449 0.636
C 1.586 -1.979 -0.101
C 1.218 -0.846 -1.025
C 2.063 0.024 -1.583
N -0.163 -0.852 -1.292
H 1.096 -2.889 -0.443
H 1.223 -1.748 0.903
H 2.659 -2.157 -0.059
H 1.715 0.799 -2.250
H 3.116 -0.055 -1.355
H -0.714 -1.041 -0.471
H -0.467 0.020 -1.682
*
```


ORCA calculation (ωB97M-V/def2-TZVPD) on a structure of composition C28H44BrN3P2Pd at a distorted geometry.

frontier orbital gap	6.38	eV
highest occupied orbital energy	-6.05	eV
relative energy (zero: lowest compared OMol25 entry of this formula, charge and spin)	0.0	kcal per mole

```
! RIJCOSX wB97M-V def2-TZVPD def2/J DEFGRID3
* xyz 0 1
N -5.290 1.325 -1.435
C -4.923 1.988 -0.338
C -3.584 2.159 0.016
C -2.585 1.706 -0.850
C -2.988 1.080 -2.047
C -4.358 0.957 -2.300
C -1.159 1.969 -0.530
Pd -0.169 0.387 0.129
P 1.915 -0.135 0.612
C -0.155 1.634 -1.510
C 1.026 2.501 -1.678
C 1.862 2.280 -2.790
C 3.034 2.998 -2.959
C 3.436 3.929 -1.972
C 2.554 4.239 -0.925
C 1.352 3.542 -0.786
Br 5.069 4.703 -2.005
H -1.022 2.880 0.059
H -0.441 1.085 -2.409
H -3.326 2.619 0.966
H -2.297 0.688 -2.779
H -5.699 2.404 0.300
H -4.692 0.541 -3.250
H 1.556 1.536 -3.541
H 0.668 3.805 0.012
H 3.672 2.814 -3.832
H 2.810 4.994 -0.197
P -1.052 -1.907 -0.423
C 2.981 1.241 1.173
C 4.405 1.217 0.641
H 3.009 1.172 2.270
H 2.448 2.167 0.903
H 5.002 2.021 1.092
H 4.894 0.258 0.886
H 4.426 1.395 -0.441
C 2.527 -0.890 -0.984
C 3.987 -0.988 -1.456
H 1.953 -0.347 -1.765
H 2.109 -1.912 -0.965
H 4.034 -1.199 -2.537
H 4.560 -0.075 -1.311
H 4.485 -1.815 -0.941
C 1.765 -0.948 2.299
C 2.958 -1.195 3.232
H 1.237 -1.890 2.098
H 1.031 -0.295 2.804
H 2.582 -1.539 4.209
H 3.576 -2.006 2.836
H 3.578 -0.315 3.435
C -0.652 -3.207 0.820
C -1.575 -4.436 0.852
H -0.648 -2.705 1.800
H 0.388 -3.522 0.626
H -2.523 -4.229 1.375
H -1.787 -4.841 -0.153
H -1.075 -5.235 1.420
C -0.333 -2.625 -1.981
C -1.311 -3.384 -2.894
H 0.516 -3.279 -1.712
H 0.089 -1.761 -2.523
H -1.775 -4.245 -2.385
H -2.102 -2.720 -3.276
H -0.765 -3.779 -3.765
C -2.879 -2.053 -0.672
C -3.746 -1.563 0.495
H -3.140 -3.101 -0.919
H -3.102 -1.444 -1.567
H -4.808 -1.707 0.220
H -3.555 -2.110 1.436
H -3.589 -0.487 0.672
N -1.591 1.877 3.994
C -2.109 0.603 4.179
C -1.815 -0.101 3.041
N -1.130 0.745 2.174
C -1.017 1.925 2.765
H -1.608 2.644 4.652
H -2.597 0.295 5.087
H -2.019 -1.140 2.830
H -0.503 2.809 2.393
*
```